[1]
{
  "formula": "C4H12N2",
  "method": "the ωB97M-V functional and the def2-TZVPD basis",
  "smiles": "CNCCCN",
  "species": ["C", "C", "C", "C", "N", "N", "H", "H", "H", "H", "H", "H", "H", "H", "H", "H", "H", "H"],
  "xyz": [[0.62, 1.55, -0.77], [0.75, 0.06, -1.06], [-0.23, -0.80, -0.27], [-0.36, -2.00, 1.86], [0.13, -0.82, 1.15], [-0.77, 2.01, -0.94], [0.93, 1.76, 0.25], [1.28, 2.04, -1.49], [1.78, -0.24, -0.84], [0.60, -0.09, -2.12], [-1.23, -0.41, -0.45], [-0.18, -1.82, -0.64], [0.17, -2.11, 2.81], [-0.18, -2.91, 1.28], [-1.43, -2.00, 2.10], [-0.31, -0.01, 1.57], [-0.94, 2.85, -0.41], [-0.96, 2.19, -1.92]],
  "nbo_charge": [-0.218, -0.405, -0.229, -0.409, -0.634, -0.858, 0.189, 0.171, 0.211, 0.192, 0.191, 0.184, 0.194, 0.190, 0.165, 0.350, 0.361, 0.355]
}

***

[2]
{
  "formula": "C10H18BCaN6O2S2",
  "method": "the ωB97M-V functional and the def2-TZVPD basis",
  "total_charge": 1,
  "species": ["Ca", "C", "N", "C", "C", "N", "B", "N", "C", "C", "N", "C", "C", "S", "C", "S", "H", "H", "H", "H", "H", "H", "H", "H", "H", "H", "H", "H", "C", "O", "C", "O", "N", "N", "H", "H", "H", "H", "H", "H"],
  "xyz": [[0.11, -1.21, -0.86], [1.74, 1.87, -3.33], [0.49, 2.18, -2.64], [-0.57, 2.87, -3.20], [-1.47, 3.04, -2.20], [-0.97, 2.47, -1.06], [-1.71, 2.59, 0.32], [-1.93, 1.20, 1.06], [-1.93, 1.19, 2.44], [-2.33, -0.04, 2.86], [-2.57, -0.78, 1.72], [-3.17, -2.11, 1.71], [-2.33, 0.00, 0.63], [-2.51, -0.57, -1.01], [0.23, 1.94, -1.34], [1.31, 1.11, -0.27], [1.70, 2.32, -4.31], [1.87, 0.79, -3.44], [2.58, 2.26, -2.76], [-0.58, 3.17, -4.23], [-2.43, 3.52, -2.20], [-2.78, 3.07, 0.07], [-1.06, 3.25, 1.09], [-1.65, 2.07, 2.99], [-2.50, -0.44, 3.84], [-2.87, -2.61, 2.63], [-2.81, -2.66, 0.85], [-4.25, -2.04, 1.66], [4.53, -3.10, -0.38], [3.79, -2.72, 0.81], [2.54, -2.39, 0.64], [1.96, -2.36, -0.45], [1.90, -2.04, 1.78], [0.58, -1.58, 1.66], [5.51, -3.39, -0.01], [4.60, -2.24, -1.04], [4.03, -3.93, -0.87], [2.41, -1.96, 2.65], [0.53, -0.60, 1.93], [-0.02, -2.13, 2.27]],
  "nbo_charge": [1.747, -0.399, -0.351, -0.077, -0.029, -0.483, 0.190, -0.477, -0.033, -0.111, -0.365, -0.411, 0.251, -0.494, 0.273, -0.525, 0.226, 0.199, 0.235, 0.236, 0.249, -0.033, -0.035, 0.252, 0.238, 0.210, 0.229, 0.233, -0.255, -0.468, 0.917, -0.802, -0.461, -0.712, 0.221, 0.205, 0.205, 0.415, 0.405, 0.385]
}

***

[3]
{
  "formula": "C15H19N5OS",
  "method": "the ωB97M-V functional and the def2-TZVPD basis",
  "smiles": "c1ccc2sc(NC3=NCN(C[C@@H]4CCCO4)CN3)nc2c1",
  "species": ["C", "C", "C", "N", "C", "N", "C", "N", "C", "N", "C", "N", "H", "H", "H", "C", "H", "C", "C", "H", "C", "H", "C", "H", "O", "H", "H", "H", "H", "H", "H", "H", "H", "S", "C", "C", "C", "H", "H", "H", "H"],
  "xyz": [[5.74, 2.27, -0.47], [4.54, 1.81, -0.73], [4.21, 0.65, -0.30], [2.86, -0.05, -0.40], [2.81, -1.38, -0.02], [1.67, -2.11, 0.24], [0.35, -1.92, -0.15], [-0.40, -2.74, -0.34], [-1.78, -2.51, -0.80], [-2.09, -1.19, -0.79], [-1.17, -0.20, -1.45], [0.07, -0.47, -0.91], [0.97, -0.10, -1.05], [-1.04, -0.69, -2.47], [-1.38, 0.64, -1.63], [-2.55, -0.65, 0.66], [-3.29, -1.37, 0.93], [-2.91, 0.82, 0.59], [-3.71, 1.30, 1.62], [-3.77, 2.30, 2.05], [-5.25, 0.88, 1.01], [-5.70, 0.03, 1.61], [-4.96, 0.95, -0.37], [-5.65, 1.58, -0.81], [-3.61, 1.40, -0.88], [-5.02, -0.15, -0.83], [-5.91, 1.47, 1.36], [-3.55, 0.77, 2.54], [-2.06, 1.46, 0.63], [-1.63, -0.78, 1.33], [-1.79, -2.86, -1.76], [-2.44, -3.10, -0.17], [1.87, -2.91, 0.61], [4.31, -1.91, 0.78], [5.00, -0.31, 0.34], [6.37, 0.40, 0.55], [6.67, 1.47, -0.12], [7.65, 1.85, 0.44], [7.05, -0.38, 1.00], [3.52, 2.57, -1.10], [6.04, 3.17, -0.74]],
  "nbo_charge": [-0.219, -0.183, 0.083, -0.519, 0.274, -0.604, 0.613, -0.509, -0.055, -0.422, 0.020, -0.745, 0.420, 0.131, 0.174, -0.262, 0.207, 0.037, -0.431, 0.231, -0.424, 0.214, -0.113, 0.195, -0.549, 0.174, 0.199, 0.224, 0.222, 0.212, 0.197, 0.198, 0.391, 0.333, -0.190, -0.148, -0.248, 0.221, 0.209, 0.227, 0.214]
}

***

[4]
{
  "formula": "C4H7N3O",
  "method": "the ωB97M-V functional and the def2-TZVPD basis",
  "smiles": "Nc1c[nH]c(O)c1N",
  "species": ["C", "C", "C", "C", "H", "H", "H", "H", "H", "H", "H", "N", "N", "N", "O"],
  "xyz": [[-0.61, -1.12, 0.11], [-0.29, -0.90, 1.47], [0.50, 0.95, 0.33], [-0.12, 0.08, -0.54], [-1.51, -2.74, 0.04], [-1.84, -1.53, -1.35], [0.23, -1.50, 2.42], [1.25, 0.44, 2.26], [0.16, 2.63, 0.26], [0.16, -0.18, -2.65], [0.91, 1.33, -1.90], [-1.16, -2.13, -0.67], [0.58, 0.24, 1.49], [0.08, 0.51, -1.85], [0.90, 2.14, -0.02]],
  "nbo_charge": [0.061, -0.181, 0.348, -0.007, 0.381, 0.387, 0.211, 0.409, 0.492, 0.387, 0.401, -0.805, -0.551, -0.870, -0.664]
}

***

ΔE to the lowest compared entry with this formula, charge and spin list, top to bottom, in kJ/mol: 62.5 34.4 1359.2 411.2
HOMO list, top to bottom, in eV: -8.59 -10.97 -7.87 -6.78